1.
This record from OMol25 describes an isolated molecule of C2I2S2 at a distorted geometry. The level of theory is ωB97M-V with the def2-TZVPD basis set.

Each line ends with the natural charge from an NBO analysis.
CARTESIAN COORDINATES (ANGSTROEM)
I1 -4.476 1.119 -0.157  -0.0135
I2 2.871 1.236 -0.142  0.3226
S1 -2.304 -0.470 0.312  -0.1799
S2 -0.947 -1.698 0.620  0.4245
C1 0.256 -0.497 0.623  -0.3360
C2 1.344 0.042 0.427  -0.2176

Calculated values
- charge = 0
- SMILES = IC#CSSI
- frontier orbital gap (spin up / spin down) (hartree) = 0.2535 / 0.2114
- LUMO energy (spin up / spin down) (Ha) = -0.07967 / -0.10220
- HOMO (spin up / spin down) (eV) = -9.07 / -8.53

=====

2.
This record from OMol25 describes a structure of composition C4H8N4OS at a distorted geometry. The level of theory is ωB97M-V with the def2-TZVPD basis set.

Each line ends with the natural charge from an NBO analysis.
CARTESIAN COORDINATES (ANGSTROEM)
S1 1.411 -1.977 0.092  1.5149
O1 2.458 -0.968 0.165  -0.9378
N1 -1.773 1.100 -1.535  -0.2691
N2 -0.189 -0.651 1.173  -0.6331
N3 -0.684 0.374 -1.777  -0.3315
N4 1.505 -3.127 1.081  -1.0663
C1 -1.334 2.273 -1.127  -0.0684
C2 0.069 2.304 -1.094  -0.3626
C3 -0.910 -1.109 2.085  0.0119
C4 0.453 1.057 -1.520  -0.0605
H1 -2.028 3.049 -0.871  0.2093
H2 -0.101 0.360 1.083  0.3806
H3 1.423 0.616 -1.639  0.2402
H4 2.227 -3.138 1.788  0.3785
H5 -0.972 -2.189 2.173  0.1833
H6 -0.774 -0.582 -2.076  0.4123
H7 0.697 3.119 -0.801  0.2317
H8 -1.479 -0.514 2.800  0.1669

Calculated values
- charge = 0
- frontier orbital gap (hartree) = 0.3733
- LUMO energy (Ha) = 0.02265
- HOMO (eV) = -9.54

=====

3.
This record from OMol25 describes a cluster of 3 separate species, C3H14N2O2 in total at a distorted geometry. The level of theory is ωB97M-V with the def2-TZVPD basis set.

Each line ends with the natural charge from an NBO analysis.
CARTESIAN COORDINATES (ANGSTROEM)
O1 2.855 -1.487 -2.218  -0.9456
O2 -3.122 0.571 -1.416  -0.9469
N1 1.428 -0.280 0.838  -0.8360
N2 -1.433 -1.317 0.858  -0.8966
C1 0.436 1.930 0.514  -0.6102
C2 -0.959 -0.049 1.294  -0.2206
C3 0.207 0.441 0.455  -0.0508
H1 -0.647 -0.031 2.342  0.1823
H2 3.367 -1.868 -2.940  0.4755
H3 1.924 -0.573 0.004  0.3543
H4 3.392 -0.763 -1.879  0.4710
H5 -1.099 -1.760 0.024  0.3795
H6 -1.770 0.695 1.284  0.1812
H7 -1.918 -1.908 1.505  0.3820
H8 -0.267 2.484 -0.107  0.2108
H9 -2.884 -0.223 -0.920  0.4785
H10 -0.083 0.145 -0.573  0.1490
H11 0.328 2.294 1.528  0.2076
H12 1.456 2.173 0.233  0.2152
H13 1.164 -1.202 1.189  0.3549
H14 -2.376 0.727 -2.015  0.4651

Calculated values
- charge = 0
- SMILES = C[C@@H](N)CN.O.O
- frontier orbital gap (hartree) = 0.3518
- LUMO energy (Ha) = 0.02176
- HOMO (eV) = -8.98

=====

4.
This record from OMol25 describes an isolated molecule of C3H9NO2. The level of theory is ωB97M-V with the def2-TZVPD basis set.

Each line ends with the natural charge from an NBO analysis.
CARTESIAN COORDINATES (ANGSTROEM)
O1 1.966 -2.197 0.260  -0.7129
O2 -1.889 2.279 -0.385  -0.7184
N1 0.605 -0.342 0.071  -0.6480
C1 -0.734 0.205 -0.008  -0.2383
C2 -0.670 1.713 0.036  -0.0648
C3 0.643 -1.777 0.078  0.1124
H1 -1.708 2.972 -1.039  0.4759
H2 -0.470 2.023 1.072  0.1557
H3 0.255 -2.177 -0.866  0.1430
H4 -1.195 -0.231 -0.889  0.1982
H5 0.200 2.030 -0.545  0.1715
H6 2.497 -1.495 -0.147  0.4700
H7 0.019 -2.211 0.865  0.1360
H8 1.089 -0.017 0.902  0.3557
H9 -1.350 -0.157 0.824  0.1640

Calculated values
- charge = 0
- SMILES = OCCNCO
- frontier orbital gap (hartree) = 0.3733
- LUMO energy (Ha) = 0.03144
- HOMO (eV) = -9.30

=====

5.
This record from OMol25 describes a cluster of 2 separate species, C5H8O in total at a distorted geometry. The level of theory is ωB97M-V with the def2-TZVPD basis set.

Each line ends with the natural charge from an NBO analysis.
CARTESIAN COORDINATES (ANGSTROEM)
O1 1.136 1.513 -1.008  -0.5251
C1 -0.297 1.301 1.143  -0.3842
C2 1.231 0.395 -1.449  0.2506
C3 -0.024 -0.970 0.118  -0.2721
C4 -1.285 -1.114 -0.279  -0.3139
C5 0.106 0.039 1.178  -0.2287
H1 0.374 -0.454 2.109  0.2105
H2 -0.231 1.919 2.026  0.2041
H3 -1.947 -0.254 -0.232  0.2000
H4 -0.678 1.763 0.235  0.2100
H5 2.059 -0.280 -1.162  0.1134
H6 0.698 -1.783 0.039  0.2160
H7 -1.708 -2.081 -0.484  0.1988
H8 0.565 0.005 -2.233  0.1207

Calculated values
- charge = 0
- SMILES = C=CC=C.C=O
- frontier orbital gap (hartree) = 0.3435
- LUMO energy (Ha) = 0.01512
- HOMO (eV) = -8.94

=====

6.
This record from OMol25 describes a structure of composition C40H40N9O3PbS at a distorted geometry. The level of theory is ωB97M-V with the def2-TZVPD basis set.

Each line ends with the Löwdin charge.
CARTESIAN COORDINATES (ANGSTROEM)
Pb1 0.524 0.238 -0.707  1.4185
S1 -2.090 -0.506 -0.621  0.9850
O1 -0.207 1.562 -2.614  -0.2178
O2 -3.389 2.874 5.488  -0.0318
O3 -3.135 -2.532 5.582  -0.0814
N1 4.370 3.203 -1.729  0.1647
N2 0.273 -1.890 -2.159  0.0170
N3 -0.293 3.574 -3.707  0.2087
N4 -2.585 -1.420 0.946  -0.1401
N5 2.411 1.866 0.771  -0.1282
N6 1.378 -0.880 1.546  0.0412
N7 -1.399 1.210 1.338  -0.0144
N8 2.211 -0.473 3.588  0.1705
N9 2.852 1.585 -2.072  0.1001
C1 2.043 -1.885 3.537  -0.1539
C2 3.802 1.829 0.280  -0.1152
C3 -2.101 -1.647 -1.968  -0.4414
C4 -2.871 1.516 3.234  0.0731
C5 1.327 -2.370 -2.816  -0.2742
C6 -2.202 2.836 -2.323  0.0195
C7 -3.540 -2.730 -3.597  -0.0237
C8 1.889 0.026 2.394  -0.3281
C9 -3.382 -1.991 -2.415  -0.0696
C10 3.953 3.857 -5.360  -0.0526
C11 -3.391 -2.724 3.247  -0.1507
C12 -3.039 -1.367 3.278  0.0905
C13 -2.644 -0.692 2.125  -0.1258
C14 -3.663 -3.415 4.502  -0.1320
C15 -1.274 2.533 1.303  -0.1661
C16 2.537 2.024 -4.578  -0.0562
C17 2.572 -2.915 4.279  0.0024
C18 3.662 2.153 -1.190  -0.3161
C19 2.170 -4.221 3.900  -0.0412
C20 1.544 -4.443 2.642  -0.0791
C21 0.014 -3.068 -4.722  0.0533
C22 -0.933 -2.040 -2.726  -0.2335
C23 -2.718 2.900 3.231  -0.0999
C24 2.990 2.312 -3.303  -0.2198
C25 3.953 3.336 -3.054  -0.1923
C26 4.365 4.182 -4.054  0.0040
C27 1.251 -2.870 -4.151  0.0284
C28 -0.802 2.640 -2.868  -0.5237
C29 -3.302 3.751 4.389  -0.1663
C30 -2.301 0.737 2.206  -0.2104
C31 3.128 2.764 -5.599  -0.0767
C32 2.126 1.508 2.161  -0.1235
C33 -2.960 -2.709 0.887  -0.0410
C34 1.264 -3.392 1.794  -0.0565
C35 -2.435 -3.145 -4.279  0.0243
C36 1.463 -2.098 2.243  -0.2302
C37 -3.421 -3.362 2.023  0.0460
C38 2.669 -2.261 -2.143  -0.0126
C39 -1.829 3.420 2.246  0.0448
C40 -1.130 -2.755 -3.932  -0.1329
H1 2.807 2.592 -6.636  0.1218
H2 4.280 0.818 0.461  0.1504
H3 0.892 -3.633 0.771  0.1161
H4 3.195 -2.740 5.156  0.1244
H5 -2.939 -3.204 -0.112  0.1435
H6 -0.535 4.564 -3.480  0.1523
H7 -2.717 3.696 -2.767  0.1014
H8 -4.513 -2.995 -3.932  0.1193
H9 -3.782 -4.396 2.027  0.1512
H10 -2.507 -3.767 -5.202  0.1552
H11 2.058 2.775 0.479  0.1179
H12 1.788 1.240 -4.719  0.1171
H13 4.495 2.481 0.832  0.1291
H14 -3.588 3.303 6.304  0.0979
H15 5.009 5.013 -3.825  0.1184
H16 5.171 3.708 -1.319  0.1886
H17 -2.753 1.887 -2.523  0.0962
H18 -2.967 -0.822 4.244  0.1442
H19 0.707 3.456 -3.926  0.0990
H20 2.923 1.795 2.846  0.1301
H21 -0.753 2.944 0.446  0.0930
H22 4.374 4.404 -6.214  0.1253
H23 -4.265 4.084 4.099  0.1215
H24 -3.250 -3.027 6.443  0.1337
H25 1.392 -5.485 2.294  0.1226
H26 -3.166 -4.392 4.591  0.1508
H27 -2.118 2.859 -1.222  0.0639
H28 2.865 -0.048 4.239  0.1791
H29 3.326 -2.948 -2.678  0.0953
H30 -1.551 4.474 2.201  0.1307
H31 -3.523 1.044 3.954  0.1252
H32 -4.708 -3.595 4.595  0.1369
H33 -2.674 4.637 4.548  0.1372
H34 1.168 1.966 2.438  0.1179
H35 3.107 -1.291 -2.135  0.0584
H36 2.679 -2.613 -1.105  0.0854
H37 2.180 -3.029 -4.717  0.1403
H38 -0.040 -3.563 -5.697  0.1449
H39 2.413 -5.092 4.520  0.1182
H40 -4.188 -1.735 -1.749  0.1129

Calculated values
- charge = +3
- frontier orbital gap (hartree) = 0.2475
- LUMO energy (Ha) = -0.30459
- HOMO (eV) = -15.02

=====

7.
This record from OMol25 describes a structure of composition CHN3OS at a distorted geometry. The level of theory is ωB97M-V with the def2-TZVPD basis set.

Each line ends with the natural charge from an NBO analysis.
CARTESIAN COORDINATES (ANGSTROEM)
S1 0.674 0.995 -0.239  1.0603
O1 0.408 2.341 0.359  -0.8758
N1 1.558 -1.045 -0.055  -0.0613
N2 0.541 -1.592 -0.129  0.1230
N3 -0.626 -1.308 0.198  -0.2796
C1 -0.792 0.030 -0.022  -0.2206
H1 -1.764 0.579 -0.114  0.2540

Calculated values
- charge = 0
- frontier orbital gap (spin up / spin down) (hartree) = 0.2948 / 0.2948
- LUMO energy (spin up / spin down) (Ha) = -0.04840 / -0.04835
- HOMO (spin up / spin down) (eV) = -9.34 / -9.34

=====

8.
This record from OMol25 describes a cluster of 2 separate species, C4H11N3O in total at a distorted geometry. The level of theory is ωB97M-V with the def2-TZVPD basis set.

Each line ends with the natural charge from an NBO analysis.
CARTESIAN COORDINATES (ANGSTROEM)
O1 -1.286 0.090 1.457  -0.6199
N1 1.449 0.924 1.210  -0.8612
N2 -1.164 -1.077 -0.514  -0.8714
N3 1.180 -0.387 -0.778  -0.3821
C1 1.749 -1.539 -0.115  -0.4635
C2 -1.235 0.152 0.230  0.6913
C3 0.992 0.721 -0.093  0.1746
C4 -1.933 1.240 -0.566  -0.7144
H1 -1.402 1.423 -1.499  0.2270
H2 -1.968 2.152 0.024  0.2341
H3 1.299 -1.707 0.869  0.1852
H4 2.824 -1.375 0.015  0.2172
H5 -0.987 -1.905 0.038  0.3899
H6 0.960 1.615 -0.713  0.1791
H7 1.613 -2.405 -0.762  0.1999
H8 -2.952 0.926 -0.797  0.2407
H9 1.607 1.886 1.467  0.3801
H10 -1.661 -1.168 -1.389  0.3913
H11 0.915 0.433 1.917  0.4020

Calculated values
- charge = 0
- SMILES = C/N=C\N.CC(N)=O
- frontier orbital gap (hartree) = 0.3248
- LUMO energy (Ha) = 0.02028
- HOMO (eV) = -8.29

=====

Calculated total energy readings, ordered: -1467.8142, -849.5922, -382.6700, -324.9073, -270.4299, -2857.0363, -676.2324, -398.4581 a.u.